{"formula": "C42H81N3O9", "method": "ωB97M-V/def2-TZVPD", "species": ["C", "C", "N", "H", "H", "H", "C", "C", "N", "H", "H", "H", "C", "C", "N", "H", "H", "H", "C", "C", "C", "O", "C", "H", "H", "H", "H", "H", "H", "H", "H", "C", "C", "C", "O", "C", "H", "H", "H", "H", "H", "H", "H", "H", "C", "C", "C", "O", "C", "H", "H", "H", "H", "H", "H", "H", "H", "C", "C", "C", "O", "C", "H", "H", "H", "H", "H", "H", "H", "H", "C", "C", "C", "O", "C", "H", "H", "H", "H", "H", "H", "H", "H", "C", "C", "C", "O", "C", "H", "H", "H", "H", "H", "H", "H", "H", "C", "C", "C", "O", "C", "H", "H", "H", "H", "H", "H", "H", "H", "C", "C", "C", "O", "C", "H", "H", "H", "H", "H", "H", "H", "H", "C", "C", "C", "O", "C", "H", "H", "H", "H", "H", "H", "H", "H"], "positions_angstrom": [[4.7867, -3.2083, 2.0155], [3.3434, -3.4181, 2.1433], [2.2087, -3.5717, 2.2041], [5.2172, -2.7703, 2.9119], [4.9019, -2.5247, 1.1717], [5.3201, -4.1208, 1.7607], [1.8394, -1.1580, 4.4024], [2.2528, -0.8670, 5.7827], [2.5285, -0.6103, 6.8654], [2.7046, -1.3888, 3.7934], [1.2348, -0.3529, 3.9936], [1.1838, -2.0305, 4.4058], [-0.4586, -3.0789, -5.3709], [0.5219, -2.3444, -4.5676], [1.2077, -1.7629, -3.8577], [-1.2777, -3.4838, -4.7716], [-0.0438, -4.0148, -5.7498], [-0.9059, -2.5170, -6.1853], [1.2001, 3.2512, 2.4627], [1.2510, 3.6891, 3.9101], [2.3971, 2.9326, 4.5774], [2.6276, 1.8079, 3.7640], [2.3087, 2.1520, 2.4120], [1.5207, 4.0519, 1.7945], [0.1920, 2.9530, 2.1784], [0.3469, 3.3764, 4.4439], [1.2415, 4.7697, 4.0634], [2.0249, 2.6052, 5.5475], [3.2844, 3.5680, 4.6769], [2.1010, 1.2636, 1.8145], [3.1908, 2.6049, 1.9431], [4.0428, 2.4352, -2.9964], [3.9653, 1.0262, -2.4430], [4.9471, 1.0599, -1.2582], [5.5356, 2.3475, -1.2307], [5.3312, 3.0390, -2.4649], [3.2426, 3.1157, -2.6831], [3.9724, 2.5349, -4.0834], [4.0788, 0.2348, -3.1811], [2.9483, 0.8678, -2.0728], [5.7451, 0.3044, -1.2908], [4.5175, 0.8793, -0.2670], [6.1893, 2.7243, -3.0787], [5.3810, 4.1209, -2.3807], [-3.0702, 1.3870, 4.2852], [-3.7407, 2.1106, 5.4226], [-4.6711, 3.0910, 4.6601], [-4.0703, 3.2196, 3.3939], [-2.7653, 2.6080, 3.3806], [-3.5720, 0.5254, 3.8511], [-2.1949, 0.9405, 4.7851], [-3.0247, 2.6567, 6.0352], [-4.4099, 1.5793, 6.1062], [-4.6807, 3.9737, 5.3118], [-5.6789, 2.6958, 4.5471], [-2.0746, 3.3223, 3.8410], [-2.4082, 2.3658, 2.3829], [-4.3016, -3.1585, -1.8306], [-3.3868, -1.9826, -1.5812], [-4.0902, -1.1534, -0.4658], [-5.1392, -1.9935, 0.0060], [-4.9421, -3.3259, -0.4273], [-3.7621, -4.0742, -2.0853], [-5.0390, -3.0103, -2.6166], [-3.2078, -1.3644, -2.4646], [-2.3887, -2.2500, -1.2329], [-4.4793, -0.1894, -0.7901], [-3.4285, -0.9787, 0.3855], [-5.8882, -3.8638, -0.4976], [-4.3211, -3.8117, 0.3327], [1.1271, 1.6950, -6.9405], [1.2910, 1.6663, -5.4164], [-0.1225, 1.5277, -4.8642], [-0.9574, 1.4203, -6.0082], [-0.3328, 2.1339, -7.0995], [1.2398, 0.7229, -7.4136], [1.8783, 2.3770, -7.3438], [1.6490, 2.5997, -4.9693], [2.0249, 0.9038, -5.1575], [-0.5231, 2.3051, -4.2036], [-0.1765, 0.6214, -4.2505], [-0.5586, 3.1983, -7.0236], [-0.7748, 1.6909, -7.9891], [1.2443, -6.6826, -1.9571], [1.7705, -5.4650, -1.2056], [0.6034, -4.4494, -1.1879], [-0.2158, -4.9366, -2.2526], [-0.2074, -6.3495, -2.3271], [1.3698, -7.5871, -1.3597], [1.8189, -6.8255, -2.8727], [2.6841, -5.0414, -1.6193], [1.9764, -5.6375, -0.1443], [0.8480, -3.4445, -1.5249], [0.0169, -4.4677, -0.2665], [-0.5040, -6.6572, -3.3308], [-1.0110, -6.7272, -1.6808], [1.0114, 6.2230, -0.9649], [0.6336, 4.9776, -1.7722], [0.7417, 5.4287, -3.2320], [1.2998, 6.7633, -3.2152], [1.8398, 7.0136, -1.9245], [1.5769, 5.9465, -0.0713], [0.1452, 6.7727, -0.5898], [-0.2767, 4.4797, -1.4319], [1.3570, 4.1976, -1.5042], [-0.1992, 5.4502, -3.7739], [1.5022, 4.8206, -3.7282], [1.8143, 8.0862, -1.7303], [2.8910, 6.6964, -1.8725], [-3.9270, -2.8042, 4.7531], [-2.5484, -3.4002, 4.9053], [-2.1477, -3.5916, 3.4398], [-3.3377, -3.9245, 2.7503], [-4.4714, -3.6678, 3.6085], [-3.8710, -1.7402, 4.5165], [-4.6155, -2.9481, 5.5890], [-2.6622, -4.3317, 5.4770], [-1.8410, -2.8811, 5.5573], [-1.3614, -4.3452, 3.3909], [-1.7651, -2.6163, 3.1128], [-4.7811, -4.6440, 3.9782], [-5.2167, -3.0549, 3.1029], [-0.4621, -1.1000, 0.6329], [-0.0293, -0.4737, -0.7242], [-0.6946, 0.9016, -0.6977], [-1.5617, 0.9685, 0.4000], [-1.0961, 0.0720, 1.3838], [0.3684, -1.4322, 1.2694], [-1.0056, -2.0445, 0.5916], [-0.4352, -1.0537, -1.5529], [1.0475, -0.4485, -0.8780], [-1.1866, 1.1621, -1.6425], [0.0296, 1.7349, -0.7223], [-1.9391, -0.1419, 2.0480], [-0.3972, 0.5466, 2.0900]], "atomic_forces_ev_per_a": [[-0.24, 0.26, -0.49], [0.37, -0.29, 0.07], [-0.14, -0.01, 0.00], [-0.08, 0.03, 0.04], [0.25, 0.09, 0.14], [-0.17, -0.15, 0.12], [-0.42, -0.43, 0.57], [-0.35, 0.20, -0.57], [0.12, -0.03, 0.16], [-0.02, 0.22, -0.15], [0.38, 0.29, -0.02], [0.20, -0.16, 0.05], [-0.25, -0.98, 0.05], [-0.94, -0.31, -0.16], [0.38, 0.17, 0.04], [0.08, 0.56, 0.46], [0.45, 0.30, -0.27], [0.30, 0.28, 0.00], [0.76, -0.28, -0.38], [-1.07, 0.31, 0.98], [-0.43, 0.70, -0.05], [-0.23, -0.57, -0.54], [0.13, 0.74, -0.06], [-0.22, 0.04, -0.04], [0.13, -0.30, -0.13], [-0.11, -0.11, -0.31], [0.47, -0.01, -0.15], [0.62, -0.17, 0.14], [0.13, -0.24, 0.03], [-0.32, -0.18, 0.35], [0.09, 0.01, 0.07], [-0.27, 1.70, -0.98], [-1.06, 0.05, 0.67], [0.61, -0.39, 0.14], [-0.10, 0.99, 0.77], [0.99, -1.98, -0.41], [-0.25, -0.50, 0.44], [0.27, -0.43, -0.02], [0.61, 0.08, 0.01], [0.05, -0.07, 0.07], [-0.02, 0.03, -0.57], [-0.48, 0.24, -0.20], [-0.16, 0.30, -0.38], [-0.28, -0.02, 0.48], [2.39, -0.21, 1.38], [-2.28, 0.16, 0.04], [1.15, -0.54, 1.14], [0.09, 0.94, -1.26], [-1.22, -0.77, 0.92], [-0.55, 0.51, -0.41], [0.34, 0.06, -0.69], [0.15, -0.02, -0.16], [0.48, -0.55, -0.06], [-0.27, 0.56, -0.81], [-0.06, 0.05, -0.09], [0.29, -0.33, 0.15], [-0.50, 0.14, -0.23], [0.41, -1.16, 1.07], [0.41, 1.37, -0.16], [0.33, -0.99, 0.14], [-1.09, 0.48, 0.12], [0.09, 0.36, -0.70], [0.15, 0.11, -0.10], [-0.18, 0.31, 0.18], [-0.16, -0.05, -0.07], [-0.13, -0.46, 0.02], [-0.22, -0.10, -0.09], [0.23, 0.16, -0.18], [-0.17, 0.25, 0.22], [0.32, -0.33, -0.43], [-0.04, 1.34, 0.20], [0.44, 0.70, 0.49], [-0.29, -1.30, 0.16], [-0.44, 0.07, -0.19], [-0.03, -1.40, 0.56], [0.11, -0.13, 0.22], [-0.21, -0.03, -0.36], [0.46, 0.11, -0.66], [-0.40, -0.24, 0.44], [0.57, 0.51, -0.22], [-0.37, -0.18, -0.34], [0.30, 0.13, -0.05], [-0.11, 0.38, -0.17], [0.17, -0.68, -0.04], [-0.11, 0.99, 1.55], [-0.16, -1.04, -1.57], [-1.10, 0.73, -0.98], [0.04, 0.56, 0.55], [-0.20, -0.03, -0.10], [-0.03, -0.03, 0.00], [-0.12, -0.01, -0.27], [0.26, -0.50, -0.17], [0.21, 0.14, 0.51], [0.26, 0.13, 0.20], [0.27, 0.17, -0.12], [0.46, -0.30, 0.39], [-0.48, -0.38, 1.03], [0.26, -0.60, 0.86], [0.96, 0.26, 0.32], [-0.52, -0.10, 0.16], [0.38, 0.33, -0.31], [0.04, 0.03, -0.06], [-0.08, 0.05, -0.35], [-0.45, 0.57, -0.41], [0.33, 0.14, -0.53], [0.01, -0.02, -0.09], [-0.40, -0.31, -0.35], [-0.04, 0.01, -0.15], [-0.01, -0.06, -0.12], [-0.48, -0.44, 0.21], [-0.06, -0.55, 1.12], [0.27, 0.48, 1.36], [-0.05, 0.01, -0.22], [1.06, 1.01, 0.04], [-0.18, -0.06, -0.23], [0.34, 0.22, 0.27], [0.02, -0.33, -0.61], [0.03, 0.57, -0.54], [-0.16, -0.13, -0.62], [0.13, -0.16, -0.41], [-0.62, 0.15, 0.00], [-0.25, -0.71, -0.47], [1.22, -0.15, 1.00], [-0.65, -0.68, 0.26], [0.93, 1.08, -1.30], [-0.28, 0.30, -0.04], [-0.64, -0.21, 0.52], [0.41, 0.19, -0.42], [-0.76, 0.44, -0.45], [0.04, -0.08, 0.03], [0.03, 0.15, 0.18], [-0.78, -0.59, 0.26], [0.36, -0.22, 0.87], [-0.17, -0.42, -0.36], [0.43, 0.17, -0.46]], "lowdin_charge": [-0.0515, -0.2694, 0.1545, 0.0845, 0.0823, 0.0842, -0.0773, -0.2733, 0.1234, 0.0522, 0.0617, 0.0670, -0.0553, -0.2480, 0.1535, 0.0795, 0.0818, 0.0800, -0.1397, -0.1707, -0.2018, -0.1580, -0.1735, 0.0947, 0.0889, 0.0944, 0.1142, 0.1193, 0.1215, 0.1049, 0.1140, -0.1829, -0.1442, -0.1995, -0.1511, -0.1871, 0.0913, 0.1053, 0.1078, 0.0919, 0.1117, 0.1050, 0.1190, 0.1180, -0.1782, -0.1866, -0.2137, -0.1386, -0.1549, 0.0975, 0.1091, 0.1088, 0.1126, 0.1135, 0.1163, 0.1114, 0.0998, -0.1515, -0.1602, -0.1632, -0.1537, -0.1963, 0.1043, 0.1094, 0.1079, 0.0825, 0.1200, 0.0950, 0.1165, 0.1070, -0.1503, -0.1690, -0.2144, -0.1568, -0.1755, 0.1088, 0.1098, 0.0866, 0.0955, 0.1102, 0.0901, 0.1191, 0.1151, -0.1541, -0.1602, -0.1775, -0.1925, -0.1984, 0.1072, 0.1056, 0.1048, 0.0927, 0.0977, 0.1130, 0.1133, 0.1172, -0.1770, -0.1658, -0.1709, -0.1385, -0.2233, 0.1018, 0.1154, 0.1068, 0.0888, 0.1172, 0.0987, 0.1219, 0.1189, -0.1745, -0.1829, -0.2103, -0.1478, -0.1716, 0.0960, 0.1159, 0.1143, 0.1101, 0.1193, 0.1044, 0.1213, 0.1204, -0.1443, -0.1360, -0.2154, -0.1342, -0.2234, 0.0860, 0.0913, 0.0760, 0.0938, 0.1127, 0.1047, 0.1020, 0.1024], "fmax_ev_per_a": 2.77, "orbital_gap_ev": 9.34, "smiles": "C1CCOC1.C1CCOC1.C1CCOC1.C1CCOC1.C1CCOC1.C1CCOC1.C1CCOC1.C1CCOC1.C1CCOC1.CC#N.CC#N.CC#N", "e_above_lowest_kj_mol": 0.0}